57
Properties=species:S:1:pos:R:3:forces:R:3:mulliken_charge:R:1 method="wB97M-V/def2-TZVPD" e_tot_ha=-4801.27068 max_force_ev_per_a=2.45 e_above_lowest_ev=0.000 homo_ev=-7.2
C -4.584538 2.974497 2.239341 -0.104 0.216 -0.089 -1.530
C -3.822975 1.754184 2.656221 -0.005 -0.161 0.099 0.783
C -3.701835 1.426720 4.008187 0.116 -0.192 0.057 -0.662
C -2.966374 0.315187 4.409866 0.279 0.036 -0.116 -0.441
C -2.330937 -0.455627 3.434754 -0.422 -0.116 0.135 0.228
S -1.262159 -1.789352 3.891302 0.755 0.307 -0.755 1.055
O -1.210240 -1.931518 5.319127 0.026 0.151 -0.915 -0.633
O -1.414048 -2.906798 2.997241 -0.191 0.457 0.539 -0.643
N 0.270645 -1.131545 3.360237 -0.821 0.158 0.353 0.030
C 1.028020 -0.152708 4.033235 0.501 0.441 0.048 -0.275
C 0.797993 0.531841 5.223660 -0.043 0.278 0.140 -0.563
C 1.732214 1.501495 5.616536 0.057 -0.342 -0.636 -0.778
C 2.851266 1.793988 4.806587 -0.121 -0.374 -0.229 -0.353
C 3.091995 1.059337 3.637737 -0.268 0.383 0.748 -0.178
Br 4.527784 1.474649 2.485798 -0.040 0.152 0.212 -0.136
C 2.205025 0.051760 3.284563 -0.156 -0.735 -0.059 0.082
C 2.183713 -0.934307 2.210885 -1.223 0.510 0.999 0.884
N 3.351622 -1.630688 1.825477 1.801 -0.976 -1.015 1.108
O 4.339512 -1.589729 2.588257 -1.902 -0.041 -1.471 -0.575
O 3.334443 -2.302577 0.760881 -0.154 0.931 1.531 -0.702
C 0.913025 -1.516466 2.214235 1.777 -0.614 0.902 -0.352
C -2.504207 -0.186584 2.078006 0.124 0.025 0.006 -0.069
C -3.237854 0.926228 1.695140 -0.024 -0.093 0.127 -0.740
H -4.324525 3.257596 1.216439 -0.064 0.026 0.129 0.359
H -5.667627 2.805035 2.279266 0.179 -0.012 0.010 0.323
H -4.356024 3.814285 2.902015 -0.058 -0.075 -0.111 0.380
H -4.173955 2.059988 4.759107 0.098 -0.162 -0.160 0.409
H -2.853950 0.057939 5.459234 -0.006 0.066 -0.150 0.497
H -0.080374 0.302152 5.822544 0.215 0.164 -0.062 0.401
H 1.592085 2.056814 6.544863 -0.018 -0.193 -0.305 0.391
H 3.539759 2.588749 5.087084 -0.167 -0.195 -0.051 0.397
H 0.530045 -2.283174 1.558374 0.101 0.186 0.496 0.480
H -2.048435 -0.830150 1.330447 -0.012 0.159 0.138 0.162
H -3.351319 1.167185 0.638048 0.076 -0.101 0.323 0.281
C 0.991693 -4.333811 0.102971 0.209 0.201 -0.388 -0.929
S 0.837090 -3.014154 -1.149615 -1.462 0.125 0.604 0.444
C -0.292689 -3.861975 -2.325397 0.514 -0.317 -0.144 -1.085
C -0.222972 -1.903331 -0.375704 0.196 -0.704 -0.287 -0.913
C -0.397452 -0.597569 -0.931623 0.132 0.409 -0.405 0.484
C -1.702250 -0.079715 -1.174550 0.477 0.034 0.050 -0.514
C -1.874658 1.232659 -1.582493 -0.036 0.061 0.178 -0.640
C -0.766337 2.078125 -1.732947 -0.046 -0.126 -0.133 0.448
C -0.960166 3.475165 -2.012692 -0.272 2.148 -0.416 0.013
N -1.120341 4.619735 -2.207798 0.314 -2.400 0.384 -0.581
C 0.528620 1.548714 -1.609157 0.189 -0.237 -0.043 -0.858
C 0.722438 0.222535 -1.248601 -0.507 0.223 0.078 -0.362
H 1.881652 -4.083958 0.685722 -0.173 -0.109 -0.055 0.251
H 0.097531 -4.368451 0.736096 0.124 0.005 -0.263 0.294
H 1.138980 -5.272937 -0.439455 -0.005 0.161 0.252 0.512
H -0.181312 -3.341736 -3.282744 -0.117 -0.135 0.197 0.348
H 0.030359 -4.903948 -2.421601 -0.158 0.142 -0.196 0.447
H -1.324495 -3.789975 -1.964926 0.358 -0.014 0.039 0.294
H -1.048186 -2.405678 0.138416 -0.043 0.046 -0.476 0.944
H -2.561617 -0.742772 -1.036420 0.253 0.259 -0.082 0.429
H -2.873609 1.626974 -1.784740 0.285 -0.113 0.120 0.529
H 1.385121 2.197685 -1.798117 -0.227 -0.180 0.111 0.457
H 1.727815 -0.193866 -1.132381 -0.310 0.255 0.009 0.367

=====

53
Properties=species:S:1:pos:R:3:forces:R:3:lowdin_spin:R:1 method="wB97M-V/def2-TZVPD" e_tot_ha=-2196.57138 max_force_ev_per_a=1.43 e_above_lowest_ev=0.618 homo_ev="-8.1 / -8.0" spin_multiplicity=2
Ir -0.205988 0.094128 0.085264 0.359 1.367 0.220 0.679
O -1.554002 1.204634 1.037102 -0.558 -0.491 0.171 0.022
C -1.529386 2.035112 2.053720 0.127 0.236 0.004 0.001
C -2.698394 2.795558 2.258242 -0.022 -0.111 -0.072 0.002
C -2.802666 3.646538 3.329536 0.104 0.064 0.140 -0.001
C -1.743586 3.806506 4.237727 -0.154 0.028 -0.070 0.003
C -0.587001 3.103519 4.028489 0.068 -0.060 -0.075 -0.001
C -0.457319 2.222087 2.938655 -0.102 0.042 -0.022 0.004
C 0.763445 1.505673 2.768406 0.197 -0.135 0.031 0.008
N 0.993970 0.649904 1.842845 0.058 -0.022 -0.208 0.081
N 2.211346 -0.000074 1.897611 -0.001 -0.143 -0.034 0.016
C 2.184530 -1.009352 1.094196 0.000 0.001 0.256 0.005
O 1.075508 -1.361300 0.476601 -0.026 -0.320 -0.192 0.050
C 3.387479 -1.835174 0.875345 -0.123 -0.050 -0.056 0.003
C 3.390755 -2.756328 -0.166045 -0.021 -0.018 -0.016 0.000
C 4.528929 -3.505230 -0.420698 -0.002 -0.001 0.016 0.000
C 5.658804 -3.339191 0.366414 -0.005 -0.003 0.005 0.000
C 5.652526 -2.422596 1.411357 0.004 -0.007 -0.008 0.000
C 4.520593 -1.668737 1.666612 0.002 0.008 0.038 0.000
H -3.512792 2.658051 1.559115 -0.001 0.011 0.020 0.000
H -3.719251 4.203567 3.477612 -0.008 -0.010 -0.013 0.000
H -1.843139 4.472757 5.082865 0.015 0.009 -0.010 0.000
H 0.252269 3.209300 4.706150 0.000 0.007 -0.010 0.000
H 1.572728 1.668481 3.476553 0.000 -0.006 -0.003 0.003
H 2.504196 -2.864455 -0.776083 0.021 0.007 -0.010 0.000
H 4.535734 -4.214707 -1.237725 -0.005 0.005 0.002 0.000
H 6.547444 -3.924086 0.165733 0.001 0.008 0.004 0.000
H 6.535224 -2.293160 2.023924 -0.005 -0.005 0.005 0.000
H 4.501684 -0.951532 2.475772 0.005 0.018 -0.024 0.000
O 1.616560 1.423855 -3.163163 0.018 -0.027 0.064 0.006
Cl 1.896143 0.548701 -2.074652 -0.053 -0.151 0.047 0.001
O 3.211302 0.021608 -2.134971 -0.057 -0.004 0.056 0.011
O 1.707300 1.276974 -0.788076 -0.062 -0.019 -0.021 0.028
O 0.903478 -0.542570 -2.030428 0.164 0.175 -0.152 0.055
O -1.638778 -1.256683 -0.020545 -0.074 -0.488 0.242 0.008
C -2.383428 -1.567287 -1.068162 0.077 0.105 0.119 0.007
C -2.957591 -2.851069 -1.061029 -0.010 -0.058 0.050 0.000
C -3.823422 -3.246811 -2.050297 -0.019 0.054 -0.047 0.001
C -4.160726 -2.376660 -3.094243 -0.001 -0.044 0.040 -0.001
C -3.591345 -1.128158 -3.125696 0.052 -0.004 -0.037 0.001
C -2.684821 -0.712289 -2.138510 0.028 0.013 -0.025 0.000
C -2.070375 0.593876 -2.199291 -0.076 0.071 0.082 0.006
N -1.194873 1.099272 -1.339171 0.307 -0.045 -0.598 -0.001
C -0.858417 2.379786 -1.746721 -0.148 -0.054 0.154 0.001
C -1.553246 2.654804 -2.866286 -0.094 -0.014 -0.007 0.002
N -2.303351 1.527230 -3.139682 0.006 0.136 -0.056 0.001
H -2.691083 -3.504872 -0.241216 -0.020 0.000 -0.018 0.000
H -4.249238 -4.241553 -2.020125 -0.003 0.003 0.010 0.000
H -4.853585 -2.680843 -3.866215 0.004 -0.006 0.011 0.000
H -3.862156 -0.457510 -3.933342 0.051 -0.010 -0.010 0.000
H -0.144272 2.974671 -1.208996 0.023 -0.021 -0.005 0.000
H -1.578337 3.531155 -3.486881 0.006 -0.024 -0.018 0.000
H -2.899381 1.404481 -3.937595 -0.050 -0.019 0.031 0.000

=====

18
Properties=species:S:1:pos:R:3:forces:R:3:lowdin_spin:R:1 method="wB97M-V/def2-TZVPD" e_tot_ha=-397.99324 max_force_ev_per_a=6.79 e_above_lowest_ev=2.871 homo_ev="-4.9 / -9.1" spin_multiplicity=3
C -1.088792 -2.258143 -0.934055 0.143 -0.714 -3.238 0.288
C -1.215462 -1.690035 -2.177742 -2.074 -3.212 -0.178 0.061
C -0.702115 -1.190455 -0.200292 -0.110 2.462 6.330 0.542
C -0.077718 1.148707 -0.371537 0.160 -0.566 0.192 0.013
C 0.783319 0.550514 0.774659 -1.843 -0.191 0.365 0.029
C 1.454096 1.564259 1.644548 2.442 -3.096 -0.194 0.020
N -1.025524 -0.360565 -2.193972 0.816 1.668 -0.277 0.485
N -0.604455 -0.077875 -0.908715 -0.070 -0.841 -2.587 0.118
N 0.035437 -0.551138 1.456670 1.442 0.434 -1.048 0.395
H -1.370328 -3.217150 -0.591928 -0.178 -0.723 0.137 0.017
H -1.847732 -2.249654 -2.872649 0.737 0.811 -0.835 0.001
H -0.979157 1.698556 -0.004505 1.116 0.478 -0.278 0.007
H 0.647838 1.606494 -1.099385 -1.383 0.111 0.535 -0.001
H 1.618152 0.069525 0.251229 -0.122 -0.169 0.048 0.001
H 2.175021 0.903115 2.174617 -0.141 0.680 0.086 0.002
H 1.084024 2.178481 2.365215 -2.322 1.374 1.849 0.001
H 2.049903 2.172003 1.039627 1.107 1.134 -1.203 0.003
H -0.936505 -0.296638 1.648216 0.281 0.360 0.296 0.019

=====

14
Properties=species:S:1:pos:R:3:forces:R:3:lowdin_spin:R:1 method="wB97M-V/def2-TZVPD" e_tot_ha=-684.03157 max_force_ev_per_a=2.77 total_charge=+1 e_above_lowest_ev=1.831 homo_ev="-13.9 / -14.9" spin_multiplicity=2
O 2.352675 -1.215074 -0.077327 -0.420 0.058 0.588 0.010
C 1.329230 -0.407864 0.069284 -2.306 -1.296 -0.821 0.016
C 3.694173 -0.765163 0.178590 0.640 -0.117 -0.127 0.001
O 1.383738 0.868986 -0.296049 2.293 0.578 0.984 0.011
O 2.550994 1.253726 0.562597 -0.538 0.985 -0.139 0.000
C 3.735035 0.728283 -0.002242 0.319 0.150 -0.735 0.000
H 4.339670 -1.293556 -0.532612 -0.201 0.144 0.215 0.000
H 3.957480 -1.064165 1.200267 -0.184 0.035 -0.226 0.000
H 3.818118 1.032357 -1.057131 -0.042 -0.074 0.322 0.000
H 4.558120 1.180508 0.566348 -0.296 -0.021 -0.062 0.000
Hg -2.131359 -0.100995 -0.278958 0.490 -0.064 0.137 0.595
O 0.215401 -0.848434 0.338545 0.201 -0.359 -0.147 0.189
C -4.884783 0.347537 -0.032438 -0.690 0.060 0.104 0.166
O -5.993005 0.481519 0.084700 0.734 -0.078 -0.091 0.013

=====

95
Properties=species:S:1:pos:R:3:forces:R:3:lowdin_spin:R:1 method="wB97M-V/def2-TZVPD" e_tot_ha=-3375.62974 max_force_ev_per_a=1.41 homo_ev="-8.6 / -9.4" spin_multiplicity=2
C 2.062269 3.549410 -1.998483 -0.444 0.125 0.026 0.020
C 1.579790 3.477693 -0.544383 0.140 -0.891 0.098 0.029
C 2.328572 2.323385 0.126997 -0.021 0.193 -0.271 0.000
C 0.079533 3.151168 -0.490948 0.133 0.400 -0.175 0.001
C -0.864438 4.376464 -0.459797 -0.512 -0.375 0.281 0.002
C -1.996234 4.160851 -1.496182 0.911 -0.120 0.400 0.000
S -3.163098 2.930256 -1.007943 -0.775 0.138 -0.632 0.000
O -3.954037 3.454145 0.060817 0.064 0.037 0.674 0.000
O -3.826896 2.443122 -2.185152 0.079 -0.100 -0.193 0.000
B -1.463653 4.614481 1.009381 -0.430 0.043 0.234 0.001
O -2.244514 5.725543 1.204625 0.697 0.336 -0.434 0.000
O -1.191592 3.746221 2.049640 0.482 0.018 -0.363 0.002
C -0.178953 5.698452 -0.860960 0.197 -0.482 -0.425 -0.001
C 1.199960 5.964383 -0.234396 -0.702 0.892 0.837 0.026
C 2.050641 6.777237 -1.203526 0.060 -0.149 -0.315 0.014
C 1.023516 6.836009 1.042093 0.576 -0.494 -0.105 0.009
N 1.867819 4.717436 0.208309 0.393 0.132 -1.276 0.374
O 3.094536 4.884362 0.516957 -0.023 -0.032 0.518 0.514
H 1.490318 4.276337 -2.573223 0.140 0.146 -0.059 0.000
H 3.127780 3.747305 -2.068360 0.076 0.169 0.036 0.002
H 1.858580 2.585842 -2.457497 0.131 -0.157 -0.066 0.002
H 3.402556 2.441434 0.026742 0.088 0.097 0.163 -0.001
H 2.045629 2.256142 1.174382 0.092 -0.113 0.112 0.000
H 2.060722 1.406322 -0.397779 -0.149 -0.118 0.112 0.000
H -0.092626 2.508608 0.368503 -0.140 0.034 0.114 0.000
H -0.129897 2.554282 -1.380450 0.007 -0.117 -0.051 0.000
H -2.547897 5.084664 -1.654133 -0.353 -0.095 -0.059 0.000
H -1.547232 3.804483 -2.421698 -0.128 0.147 -0.238 0.000
H -2.420463 1.898681 -0.536813 0.243 0.135 0.086 0.000
H -2.058705 6.173289 2.031118 -0.468 -0.078 0.397 0.000
H -0.639393 4.099351 2.746594 -0.098 -0.008 0.406 0.000
H -0.846467 6.512360 -0.594809 -0.038 0.111 -0.048 0.000
H -0.094444 5.732470 -1.950711 0.127 -0.109 -0.068 0.000
H 3.053322 6.931695 -0.818279 0.036 0.021 0.148 0.002
H 2.132256 6.307107 -2.181270 -0.010 -0.055 -0.044 0.000
H 1.569501 7.744150 -1.343317 -0.009 0.100 -0.005 0.001
H 0.169989 7.498923 0.955959 -0.069 0.098 0.025 0.000
H 1.927704 7.420326 1.193928 0.008 0.114 0.094 0.000
H 0.943580 6.190548 1.916719 -0.279 0.043 0.112 0.000
C -4.274150 -2.849521 -5.190358 0.088 -0.101 0.062 0.000
C -4.952292 -1.792771 -5.659248 0.021 -0.193 -0.050 0.000
C -4.891862 -0.438726 -4.994377 0.201 0.052 0.298 0.000
O -5.528919 0.458892 -5.512313 -0.090 -0.040 -0.131 0.000
C -4.089021 -0.295508 -3.794654 -0.079 0.176 -0.099 0.000
C -3.416124 -1.354556 -3.326553 -0.041 0.206 0.124 0.000
C -3.455201 -2.699505 -4.001331 -0.165 -0.156 -0.264 0.000
O -2.796345 -3.599359 -3.510519 0.052 0.050 0.126 0.000
O -2.662022 -1.303340 -2.232844 -0.101 -0.095 -0.078 0.000
O -5.723920 -1.836853 -6.734999 -0.019 0.038 -0.017 0.000
H -4.310137 -3.821134 -5.662164 -0.011 0.008 -0.023 0.000
H -4.052558 0.670536 -3.307576 -0.036 -0.054 -0.033 0.000
H -2.269032 -2.192601 -2.117514 0.119 0.136 -0.033 0.000
H -6.083503 -0.934189 -6.841277 -0.008 0.058 0.007 0.000
C 1.002344 -0.979591 -2.721031 0.047 0.163 -0.036 0.000
C 0.817132 -2.245935 -2.321334 -0.164 0.308 -0.019 0.000
C 1.863629 -3.313254 -2.522468 0.304 -0.022 -0.161 0.000
O 1.610988 -4.429388 -2.118875 -0.158 -0.026 0.032 0.000
C 3.101712 -2.943827 -3.188144 -0.037 -0.103 0.068 0.000
C 3.285763 -1.678420 -3.586972 0.105 -0.168 -0.016 0.000
C 2.245913 -0.611461 -3.366917 -0.312 -0.011 0.135 0.000
O 2.509226 0.515258 -3.748350 0.131 0.024 -0.071 0.000
O 4.382416 -1.256956 -4.201213 -0.002 0.048 -0.005 0.000
O -0.290933 -2.651747 -1.721796 0.132 -0.381 0.078 0.000
H 0.252967 -0.212382 -2.580544 -0.033 -0.032 0.008 0.000
H 3.842186 -3.715707 -3.341790 0.019 0.014 -0.006 0.000
H 4.250489 -0.305080 -4.372457 -0.015 0.050 0.000 0.000
H -0.171166 -3.604036 -1.520641 0.071 -0.002 0.093 0.000
C 0.877140 -2.672255 2.195212 -0.118 0.134 -0.283 0.000
C 0.661442 -1.995757 3.329095 0.138 0.045 -0.130 0.000
C -0.598018 -2.168925 4.133868 -0.314 -0.204 -0.031 0.000
O -0.697616 -1.529073 5.163420 0.121 0.095 0.029 0.000
C -1.615198 -3.080788 3.639563 0.016 0.069 0.137 0.000
C -1.402147 -3.751601 2.499343 -0.142 -0.072 0.093 0.000
C -0.126599 -3.599882 1.711121 0.311 0.481 0.105 0.000
O -0.000908 -4.263680 0.695986 -0.217 -0.165 -0.005 0.000
O -2.279970 -4.595531 1.976548 0.035 -0.003 -0.045 0.000
O 1.530294 -1.134567 3.843714 -0.025 -0.007 0.042 0.000
H 1.782593 -2.562153 1.616022 0.033 -0.019 0.037 0.000
H -2.524389 -3.185782 4.214248 -0.012 -0.019 -0.019 0.000
H -1.876335 -4.951645 1.163189 0.030 -0.040 -0.022 0.000
H 1.122884 -0.798393 4.665192 -0.029 0.007 0.044 0.000
C 2.586881 -4.969804 5.255513 0.044 0.080 0.135 0.000
C 1.901047 -5.559862 4.267571 0.137 0.198 0.022 0.000
C 1.054859 -6.785890 4.494000 -0.094 -0.204 0.300 0.000
O 0.451086 -7.225911 3.533242 0.013 0.085 -0.135 0.000
C 1.008884 -7.358013 5.825033 -0.071 -0.059 -0.130 0.000
C 1.698640 -6.773554 6.815042 -0.119 -0.154 -0.025 0.000
C 2.524296 -5.530823 6.593671 0.077 0.212 -0.300 0.000
O 3.100144 -5.063964 7.557321 -0.013 -0.089 0.138 0.000
O 1.714837 -7.225106 8.058965 0.026 0.030 0.031 0.000
O 1.892238 -5.117570 3.018389 0.042 -0.367 0.014 0.000
H 3.192273 -4.087322 5.101211 -0.008 0.000 -0.025 0.000
H 0.411079 -8.245489 5.975812 0.003 0.001 0.032 0.000
H 2.285012 -6.613234 8.563569 0.027 0.043 0.018 0.000
H 1.319939 -5.737185 2.519711 0.063 -0.062 -0.063 0.000

=====

12
Properties=species:S:1:pos:R:3:forces:R:3:lowdin_spin:R:1 method="wB97M-V/def2-TZVPD" e_tot_ha=-551.91509 max_force_ev_per_a=5.09 e_above_lowest_ev=0.973 homo_ev="-5.5 / -9.4" spin_multiplicity=3
C 0.201913 -1.076598 -1.373196 1.600 0.883 0.119 0.098
C -0.823838 1.048721 0.391918 0.940 -3.278 -0.258 0.536
C 1.064125 -0.626912 -0.115908 -3.403 3.600 -1.148 0.031
C 0.061015 -0.012199 1.054742 -0.034 -1.068 -2.546 0.111
N -1.276243 2.105938 0.690433 -0.103 2.107 2.489 0.291
P -1.190612 -0.368526 -1.858626 -0.815 -0.737 -1.382 0.841
H 0.721218 -1.806369 -2.065132 -0.601 0.626 0.994 0.028
H 1.372955 -1.535357 0.145196 2.135 -3.314 1.914 0.000
H 1.876127 0.071633 -0.421560 -0.576 -0.593 0.339 -0.001
H 0.520700 0.457777 1.897364 0.779 -0.077 0.699 0.021
H -0.537857 -0.938199 1.356221 0.429 1.629 -0.261 0.001
H -1.989503 2.680089 0.298547 -0.350 0.223 -0.959 0.043